A) Formula: CH10N3
Source: the Open Molecules 2025 dataset
Level of theory: the ωB97M-V functional and the def2-TZVPD basis

Summary:
E_LUMO = -3.2 eV
Kohn-Sham gap = 11.16 eV

The geometry in ORCA input format:
```
! wB97M-V def2-TZVPD RIJCOSX def2/J DEFGRID3
* xyz 1 1
N -1.83920 0.18929 -1.23459
H -2.29637 -0.62705 -1.63152
H -2.60439 0.70073 -0.83648
H -0.40990 -0.34034 -0.41179
H -1.54623 0.72073 -2.04935
N 0.67450 0.51114 1.68111
C 1.45190 0.10741 0.58659
N 0.51088 -0.86806 -0.19867
H -0.16127 1.04196 1.53910
H 1.15619 0.92801 2.46214
H 1.62862 0.85466 -0.18770
H 2.32482 -0.46968 0.85575
H 0.20659 -1.54826 0.49825
H 0.90386 -1.20053 -1.07284
*
```

B) Formula: CH10N3
Source: the Open Molecules 2025 dataset
Level of theory: the ωB97M-V functional and the def2-TZVPD basis

Summary:
E_LUMO = -3.1 eV
Kohn-Sham gap = 11.70 eV

The geometry in ORCA input format:
```
! wB97M-V def2-TZVPD RIJCOSX def2/J DEFGRID3
* xyz 1 1
N 0.85401 -0.81387 -2.00709
H 0.71476 0.16793 -0.54405
H 0.86513 -0.51636 -2.97536
H 1.58913 -1.50334 -1.92461
H 0.04676 -1.43595 -1.98657
N -1.14220 -0.50847 1.30790
C -0.76879 0.82260 1.04601
N 0.63597 0.75908 0.34031
H -2.09526 -0.68148 1.05580
H -0.97663 -0.86963 2.25174
H -1.44095 1.20976 0.29026
H -0.57567 1.53928 1.83836
H 1.13260 0.19274 1.02601
H 1.16113 1.63773 0.28131
*
```

Most stable structure, least stable structure: B), A).

A) Formula: C37H32BrFN14O3S2Ta
Source: the Open Molecules 2025 dataset
Level of theory: the ωB97M-V functional and the def2-TZVPD basis

Summary:
E_LUMO = -3.2 eV
Kohn-Sham gap = 5.79 eV

The geometry in ORCA input format:
```
! wB97M-V def2-TZVPD RIJCOSX def2/J DEFGRID3
* xyz 1 1
Ta -2.75271 -0.35580 1.48006
Br 4.01968 2.14675 -0.04559
C 2.52451 1.37309 0.85868
C 2.62355 0.09212 1.35322
C 1.51791 -0.49898 1.94716
C 0.29849 0.18924 2.06608
C 0.26213 1.52523 1.62744
C 1.35464 2.10398 1.00778
N -0.86794 -0.39941 2.56298
C -0.70798 -1.62632 3.24940
C -1.87906 -1.85894 4.16960
C -1.77212 -2.29226 5.47228
C -2.94446 -2.50607 6.18703
C -4.15543 -2.30080 5.55341
C -4.16639 -1.86059 4.23919
N -3.04465 -1.62571 3.56065
H 3.54470 -0.46888 1.26028
H 1.62339 -1.52735 2.25776
H -0.63998 2.10449 1.76788
H 1.29931 3.12719 0.66035
H 0.23683 -1.75215 3.77250
H -0.79854 -2.45740 5.91234
H -2.90909 -2.83451 7.21662
H -5.09351 -2.46668 6.06261
H -5.09094 -1.67527 3.71093
N -2.42644 -3.54850 -0.63951
C -3.17396 -2.46605 -1.08546
N -3.54589 -2.36399 -2.33760
N -4.22013 -1.19578 -2.38579
N -4.25264 -0.63815 -1.24410
N -3.58184 -1.42341 -0.34220
C -1.64920 -3.42305 0.45193
N -0.54577 -4.14433 0.72502
N -0.06123 -3.64868 1.83796
N -0.84388 -2.69957 2.21226
N -1.87765 -2.51023 1.38727
H -2.12910 -4.19627 -1.35306
F 3.63730 -2.40010 -1.14711
C 2.84811 -1.43995 -1.66925
C 1.54231 -1.35720 -1.28923
C 0.73201 -0.34630 -1.81266
C -0.54594 -0.09876 -1.14209
O -0.87827 -0.81214 -0.18022
C -1.24747 1.04937 -1.61695
C -0.79538 1.70889 -2.71997
N 0.36484 1.46632 -3.35779
C 0.58442 2.25113 -4.56722
C 1.80836 3.05300 -4.88121
C 1.43981 1.84423 -5.71929
C 1.22218 0.50396 -2.81751
C 2.58476 0.43755 -3.12827
C 3.41302 -0.49047 -2.52338
N 4.80504 -0.37676 -2.69083
C 5.70747 -0.79552 -1.63731
C 7.02901 -0.03747 -1.83040
N 6.72294 1.20936 -2.60553
C 6.35110 0.88396 -4.03312
C 5.41945 -0.34113 -3.99756
C -2.39527 1.65279 -0.89584
O -3.05676 2.57078 -1.28653
O -2.51151 1.13219 0.32035
H 1.13363 -2.03373 -0.55116
H -1.39145 2.52579 -3.10666
H -0.35091 2.71756 -4.83687
H 2.65561 2.98821 -4.21580
H 1.64880 4.03537 -5.30087
H 2.04209 0.95484 -5.62736
H 1.03642 2.00761 -6.70750
H 3.05133 1.17545 -3.75514
H 5.92164 -1.86926 -1.63142
H 5.25899 -0.53337 -0.67825
H 7.75432 -0.59408 -2.42219
H 7.48634 0.24602 -0.88548
H 7.50521 1.86207 -2.57982
H 5.91480 1.65804 -2.16319
H 7.27600 0.70934 -4.57966
H 5.85761 1.76882 -4.43217
H 5.97945 -1.26110 -4.20510
H 4.66089 -0.24483 -4.77045
S -3.03764 1.28274 3.28150
C -4.74429 1.59180 3.52916
C -5.17178 2.51957 4.47269
C -6.52634 2.70172 4.69840
C -7.46128 1.95619 3.99280
C -7.04173 1.02865 3.05139
C -5.68385 0.84676 2.81880
S -5.14862 -0.28404 1.58027
H -4.44358 3.09906 5.02490
H -6.85401 3.42960 5.42893
H -8.51840 2.09929 4.17100
H -7.76545 0.45126 2.49085
*
```

B) Formula: C37H32BrFN14O3S2Ta
Source: the Open Molecules 2025 dataset
Level of theory: the ωB97M-V functional and the def2-TZVPD basis

Summary:
E_LUMO = -3.4 eV
Kohn-Sham gap = 5.48 eV

The geometry in ORCA input format:
```
! wB97M-V def2-TZVPD RIJCOSX def2/J DEFGRID3
* xyz 1 1
Ta -0.89245 -1.61236 -2.57609
Br -1.84653 3.62480 2.58709
C -2.10146 2.10357 1.47058
C -2.23591 0.85775 2.05054
C -2.39277 -0.26363 1.24901
C -2.42054 -0.16074 -0.15124
C -2.32740 1.12870 -0.70041
C -2.15620 2.24917 0.09325
N -2.54361 -1.24987 -1.02496
C -3.00343 -2.46498 -0.44716
C -3.65149 -3.34623 -1.47298
C -4.85949 -3.98013 -1.26403
C -5.32847 -4.82789 -2.25736
C -4.56187 -5.01346 -3.39439
C -3.35505 -4.33873 -3.50579
N -2.91412 -3.51378 -2.56138
H -2.20753 0.75487 3.12801
H -2.45975 -1.22718 1.73677
H -2.40664 1.24156 -1.77573
H -2.08846 3.22879 -0.36169
H -3.66168 -2.33126 0.40660
H -5.41902 -3.81643 -0.35154
H -6.27435 -5.33959 -2.13584
H -4.88789 -5.67039 -4.18959
H -2.71771 -4.45650 -4.37222
N 1.47091 -3.83448 -0.46747
C 1.94387 -3.00126 -1.46538
N 3.20741 -2.69619 -1.59273
N 3.24405 -1.82437 -2.63058
N 2.07012 -1.64572 -3.10727
N 1.18231 -2.38747 -2.38282
C 0.19485 -3.71023 -0.04972
N -0.25471 -4.02553 1.18234
N -1.52422 -3.67915 1.19572
N -1.80549 -3.21115 0.02663
N -0.77034 -3.22268 -0.81432
H 2.15327 -4.17788 0.18908
F 1.72428 -0.67692 4.32779
C 1.86891 0.22141 3.32326
C 1.39782 -0.13295 2.09537
C 1.52854 0.72321 1.00561
C 0.97763 0.33031 -0.29313
O 0.38104 -0.74798 -0.40347
C 1.20879 1.27565 -1.35055
C 1.85299 2.44232 -1.09545
N 2.28578 2.82730 0.12307
C 2.95982 4.10034 0.26943
C 2.29616 5.19876 1.04833
C 2.40758 5.29189 -0.44275
C 2.15537 1.95431 1.19888
C 2.62394 2.30442 2.46751
C 2.49481 1.45890 3.56062
N 2.92517 1.87936 4.83684
C 2.74831 1.09040 6.05401
C 2.85132 2.04050 7.26283
N 2.44139 3.40627 6.79845
C 3.48685 3.98629 5.88238
C 3.99962 2.84143 4.99970
C 0.76192 1.06303 -2.74970
O 1.09867 1.77060 -3.65209
O -0.11692 0.06591 -2.88640
H 0.90432 -1.08886 1.96426
H 2.03741 3.12183 -1.91582
H 4.03746 4.00761 0.33497
H 2.92565 5.84243 1.65081
H 1.31814 4.99500 1.46580
H 3.11801 5.98279 -0.87519
H 1.49802 5.17172 -1.01766
H 3.03535 3.29390 2.58857
H 3.49465 0.29678 6.15609
H 1.77012 0.62732 6.05411
H 3.86029 2.12215 7.65889
H 2.19171 1.72163 8.06455
H 2.25335 4.03146 7.57889
H 1.58079 3.30263 6.25883
H 4.27745 4.41668 6.49247
H 3.01176 4.77071 5.29868
H 4.86519 2.36043 5.46676
H 4.33799 3.23918 4.05263
S -2.75506 -0.77076 -3.98014
C -2.65730 -1.59410 -5.52589
C -3.57461 -1.27013 -6.52748
C -3.56065 -1.93987 -7.73852
C -2.62672 -2.94618 -7.96421
C -1.71171 -3.26865 -6.97798
C -1.72167 -2.59688 -5.75604
S -0.51198 -3.02766 -4.54924
H -4.29220 -0.47942 -6.33894
H -4.27727 -1.67770 -8.50665
H -2.61102 -3.47128 -8.91089
H -0.97543 -4.04750 -7.14508
*
```

Most stable structure, least stable structure: A), B).

A) Formula: C5H7P
Source: the Open Molecules 2025 dataset
Level of theory: the ωB97M-V functional and the def2-TZVPD basis

Summary:
E_LUMO = 0.8 eV
SMILES string = C=C1C=C[C@@H]1P
Kohn-Sham gap = 9.87 eV

The geometry in ORCA input format:
```
! wB97M-V def2-TZVPD RIJCOSX def2/J DEFGRID3
* xyz 0 1
C 0.54091 1.59331 -0.96673
C 0.12665 0.39333 -0.59618
C -0.69691 -0.72056 -1.16976
C -0.37399 -1.67592 -0.30877
C 0.57568 -0.56460 0.56562
P 0.15241 0.05923 2.23487
H 1.19066 2.18451 -0.39841
H 0.18223 2.06027 -2.03257
H -1.18724 -0.83397 -2.06230
H -0.76072 -2.49085 0.18246
H 1.73124 -0.56074 0.44788
H -0.98457 -0.64174 2.43949
H -0.49634 1.19773 1.66441
*
```

B) Formula: C5H7P
Source: the Open Molecules 2025 dataset
Level of theory: the ωB97M-V functional and the def2-TZVPD basis

Summary:
E_LUMO (alpha / beta) = -0.9 / -1.5 eV
Kohn-Sham gap (alpha / beta) = 6.83 / 6.59 eV

The geometry in ORCA input format:
```
! wB97M-V def2-TZVPD RIJCOSX def2/J DEFGRID3
* xyz 0 1
C -0.00562 0.80257 -1.07821
C -0.38806 2.06172 -1.44904
C -0.98526 0.58315 1.22970
C -0.11933 0.14441 0.19450
C 0.49990 -1.21852 0.29214
P -1.42447 3.31175 -0.72531
H 0.64081 0.17258 -1.76072
H 0.13436 2.44125 -2.34521
H -1.14310 0.06694 2.25376
H -1.52662 1.48482 1.21167
H 1.41842 -1.18746 -0.37846
H -0.18986 -1.92777 -0.17827
H 0.79845 -1.56784 1.38337
*
```

Most stable structure, least stable structure: B), A).